C5H8 in the gas phase, computed with wB97M-V/def2-TZVPD.

The geometry in XYZ format:
```
13
Properties=species:S:1:pos:R:3:forces:R:3:mulliken_charge:R:1
C -2.05424 -1.13240 -0.18156 -0.082 -0.133 0.018 -0.972
H -1.91990 -1.23181 -1.26627 -0.154 -0.137 0.139 0.237
H 3.10578 0.75251 -0.22488 -0.055 -0.017 0.012 0.324
C 1.23909 0.55596 0.90470 -0.141 -0.086 0.006 -0.227
C 0.06314 -0.00610 0.80405 -0.185 0.452 -0.248 -0.111
H -3.08521 -0.81058 -0.01054 0.057 -0.211 -0.001 0.301
H 1.68358 1.55104 -0.93166 0.157 -0.067 0.101 0.241
H -1.89126 -2.10754 0.27950 0.059 0.135 0.022 0.322
H 1.54098 1.07966 1.80601 0.259 -0.322 0.031 0.333
C -1.12304 -0.05751 0.26143 0.050 0.190 -0.078 -0.114
C 2.02899 0.66614 -0.37859 0.173 0.011 -0.073 -0.933
H 1.82668 -0.20399 -1.01058 0.142 0.185 0.109 0.306
H -1.41458 0.94463 -0.05162 -0.279 0.001 -0.039 0.296
```
Forces are in eV/Å.

Results
Energy above the lowest of the compared OMol25 structures with the same formula, charge and spin = 162.5 kJ/mol
Orbital gap = 10.097 eV
HOMO = -9.1 eV
Structure (SMILES) = CC=C=CC
Largest force on an atom = 0.011 hartree/bohr

C5H8 in the gas phase, computed with wB97M-V/def2-TZVPD.

The geometry in XYZ format:
```
13
Properties=species:S:1:pos:R:3:forces:R:3:mulliken_charge:R:1
C -1.51741 -0.38611 0.45059 1.044 0.230 1.197 -0.672
H 1.18740 -1.76643 -0.03715 0.894 1.875 0.101 0.214
H -2.36803 -0.74489 -0.05054 -1.169 -0.390 -0.061 0.282
H -0.72435 -0.86270 -1.36611 0.916 0.186 -0.558 0.343
H -1.46403 1.35593 -0.89568 -0.258 0.133 -0.024 0.211
H 3.08756 0.04459 0.29648 -1.286 -0.194 0.137 0.222
H -1.38724 -0.63300 1.50272 -0.098 0.223 -0.246 0.268
H 1.83087 1.27656 0.08938 -0.806 2.711 -0.205 0.327
C 1.99977 0.27467 0.15013 2.647 -1.956 0.166 -0.715
H -0.48969 1.59539 0.53424 0.757 -0.250 0.304 0.295
C 1.07441 -0.61760 -0.07363 -1.416 -4.103 -0.404 -0.252
C -0.33960 -0.39085 -0.47095 1.809 -1.332 -0.118 0.085
C -0.88967 0.85446 -0.12947 -3.035 2.866 -0.289 -0.607
```
Forces are in eV/Å.

Results
Energy above the lowest of the compared OMol25 structures with the same formula, charge and spin = 176.1 kJ/mol
Orbital gap = 10.696 eV
HOMO = -9.4 eV
Structure (SMILES) = C=CC1CC1
Largest force on an atom = 0.085 hartree/bohr